Record 1
Formula: CH3NO3S2
Source: the Open Molecules 2025 dataset
Level of theory: ωB97M-V/def2-TZVPD

HOMO	-0.367	Eh
ΔE to the lowest compared entry with this formula, charge and spin	1.560	eV
molecular weight	141.17	g mol⁻¹

The geometry in XYZ format:
```
10
Properties=species:S:1:pos:R:3:forces:R:3:lowdin_charge:R:1
S -0.618 -0.952 0.107 3.3 0.8 -1.2 0.564
S 2.405 0.394 -0.432 -1.8 1.1 2.5 0.888
O 3.165 1.639 -0.154 0.0 -0.9 -0.5 -0.570
O -1.356 -1.634 1.103 0.2 -0.1 1.4 -0.298
O -0.098 -1.675 -1.029 -0.2 0.3 0.5 -0.353
N -1.525 0.243 -0.490 -0.9 0.6 -0.7 -0.120
C 1.183 0.312 0.708 -1.3 -2.7 -3.2 -0.316
H -1.910 -0.044 -1.427 0.4 0.7 1.5 0.111
H 0.913 1.071 1.392 0.0 0.7 0.7 0.001
H -2.159 0.647 0.222 0.3 -0.5 -1.0 0.093
```
Forces are in eV/Å.

---

Record 2
Formula: C10H30BrFeO5
Source: the Open Molecules 2025 dataset
Level of theory: ωB97M-V/def2-TZVPD

HOMO (spin up / spin down)	-0.428 / -0.428	Eh
total charge	+1
⟨S²⟩	6.007
ΔE to the lowest compared entry with this formula, charge and spin	0.000	eV
multiplicity	5
molecular weight	366.09	g mol⁻¹

The geometry in XYZ format:
```
47
Properties=species:S:1:pos:R:3:forces:R:3:lowdin_charge:R:1
Br -0.696 0.471 0.608 -1.9 1.2 0.5 0.297
Fe -2.899 2.029 1.338 2.6 -2.3 0.0 1.179
O -0.843 0.596 -2.959 -0.5 -0.1 -0.3 -0.119
O 1.582 -1.754 -1.499 0.3 0.4 -0.3 -0.117
O 0.617 3.448 0.695 -0.3 -0.2 0.2 -0.158
O -2.990 0.839 3.038 -0.8 0.2 -0.4 -0.226
O -2.514 -1.562 -1.605 -0.1 0.3 -0.3 -0.130
C 2.479 -2.826 -1.160 -1.0 0.3 -0.4 -0.301
C -0.904 0.204 4.210 0.2 -0.6 -0.6 -0.083
C 0.056 1.406 -3.722 -0.5 -0.4 0.8 -0.298
C -2.282 -3.285 0.032 -0.3 -1.5 -0.4 -0.086
C -2.280 -0.257 3.739 1.2 -0.2 1.3 -0.227
C 1.845 3.587 1.398 0.5 0.6 0.0 -0.329
C 1.463 1.296 -3.162 0.0 1.0 -0.5 -0.079
C 2.111 5.041 1.730 0.4 0.0 0.6 -0.088
C 2.738 -3.601 -2.441 0.1 0.2 0.4 -0.082
C -3.072 -2.815 -1.185 1.2 1.1 0.1 -0.278
H -2.688 -4.224 0.423 -0.5 0.4 0.4 0.077
H 1.826 3.020 2.336 0.0 -0.1 -0.1 0.108
H 3.246 -3.036 -3.223 0.1 0.3 0.3 0.076
H 1.894 -3.426 -0.456 0.6 -0.5 0.1 0.103
H 1.525 1.832 -2.208 -0.1 0.0 0.0 0.061
H -0.150 -0.085 3.478 0.0 0.0 -0.1 0.037
H -4.131 -2.578 -1.058 -0.1 -0.8 0.4 0.106
H -2.154 -2.523 0.800 -0.2 -0.1 0.1 0.040
H -3.663 1.030 3.704 -0.2 0.4 -0.4 0.113
H 1.516 5.368 2.585 -0.3 0.2 -0.3 0.071
H 1.379 -1.216 -0.730 0.1 -0.1 0.1 0.023
H 1.820 0.284 -2.993 -0.2 -0.1 -0.3 0.059
H -1.940 -1.223 -0.913 0.1 -0.1 -0.1 -0.061
H 3.385 -4.436 -2.172 -0.3 -0.3 -0.3 0.076
H 0.515 2.499 0.543 -0.1 0.2 -0.2 -0.098
H -0.663 -0.355 5.114 0.0 0.3 0.2 0.093
H -1.307 -3.672 -0.278 0.2 0.7 -0.2 0.078
H 2.017 5.723 0.888 -0.2 -0.1 -0.1 0.080
H 1.785 -3.895 -2.877 0.1 -0.4 0.1 0.077
H -2.180 -1.213 3.229 -0.4 0.5 -1.0 0.117
H 2.678 3.226 0.786 -0.1 -0.2 0.0 0.115
H 3.399 -2.471 -0.693 0.0 0.1 0.0 0.109
H -0.779 0.797 -2.022 0.3 0.2 -0.1 -0.036
H 3.139 5.131 2.090 0.1 -0.1 -0.1 0.079
H 2.109 1.841 -3.855 0.3 -0.2 0.1 0.077
H -0.792 1.279 4.330 -0.3 0.0 0.4 0.084
H -2.893 -3.511 -2.006 -0.4 -0.1 0.0 0.115
H -0.328 2.433 -3.720 0.4 0.2 0.1 0.105
H -2.919 -0.487 4.593 -0.1 0.2 0.0 0.125
H -0.058 1.068 -4.751 0.3 -0.2 0.1 0.114
```
Forces are in eV/Å.

---

Record 3
Formula: C5H6N2
Source: the Open Molecules 2025 dataset
Level of theory: ωB97M-V/def2-TZVPD

HOMO	-0.268	Eh
ΔE to the lowest compared entry with this formula, charge and spin	4.954	eV
molecular weight	94.12	g mol⁻¹

The geometry in XYZ format:
```
13
Properties=species:S:1:pos:R:3:forces:R:3:lowdin_charge:R:1
N -0.225 0.906 -0.625 0.3 0.0 0.3 -0.143
N 1.802 -0.215 1.822 -1.0 -0.4 -0.8 0.158
C 0.940 -0.595 1.147 -0.1 -1.0 1.5 -0.239
C -1.088 1.444 0.200 -0.2 0.4 -0.2 -0.002
C 0.979 0.550 -0.965 -0.2 0.7 -1.3 -0.059
C -0.130 -1.276 0.321 0.6 -0.1 0.1 -0.105
C -0.024 -0.493 -0.987 0.0 -0.3 -0.1 -0.214
H -0.782 2.281 0.805 -0.1 0.3 -0.2 0.066
H -0.391 -0.863 -1.941 -0.6 -0.1 0.3 0.133
H -2.067 0.992 0.276 0.1 0.1 -0.1 0.065
H 0.143 -2.325 0.226 0.1 0.0 -0.1 0.112
H 1.998 0.842 -1.015 0.3 0.3 0.3 0.111
H -1.155 -1.247 0.737 0.7 0.2 0.1 0.116
```
Forces are in eV/Å.

---

Record 4
Formula: C3H13N2O3
Source: the Open Molecules 2025 dataset
Level of theory: ωB97M-V/def2-TZVPD

HOMO	-0.508	Eh
total charge	+1
ΔE to the lowest compared entry with this formula, charge and spin	1.469	eV
molecular weight	125.15	g mol⁻¹

The geometry in XYZ format:
```
21
Properties=species:S:1:pos:R:3:forces:R:3:lowdin_charge:R:1
O 1.684 0.566 1.186 1.0 1.0 2.8 -0.100
O -1.986 1.417 2.290 0.2 -0.1 -0.3 -0.014
O 0.077 0.903 -2.111 0.3 -0.1 0.7 0.053
N -1.293 0.202 0.016 0.9 -1.1 1.6 0.209
N 2.129 0.425 -1.244 1.2 -3.1 2.1 0.131
C -0.477 -1.937 -1.185 0.5 0.3 -3.1 -0.062
C -0.089 -0.700 -0.354 0.8 -0.6 0.0 -0.246
C 0.749 0.294 -1.289 1.0 -0.2 -0.7 -0.475
H 2.792 -0.223 -0.608 -2.7 2.1 -1.9 0.181
H -0.930 -1.619 -2.211 0.3 -0.5 1.9 0.119
H -2.871 1.237 2.599 -0.5 -0.1 0.2 0.074
H 2.665 0.796 -2.010 -0.7 0.3 -0.5 0.110
H -1.217 0.710 0.946 0.1 -0.5 -0.8 0.111
H 0.518 -2.389 -1.552 -1.5 0.4 0.9 0.119
H 2.161 1.425 1.225 -0.4 -0.5 -0.6 0.089
H -1.567 1.914 2.986 0.3 0.4 0.4 0.071
H 0.469 -1.188 0.512 -1.0 1.7 -0.7 0.151
H 1.843 0.301 2.124 -0.4 -0.2 -0.8 0.090
H -1.379 0.897 -0.711 0.0 0.3 -0.9 0.133
H -2.170 -0.309 0.101 0.1 -0.2 -0.3 0.163
H -1.109 -2.721 -0.710 0.6 0.8 -0.1 0.092
```
Forces are in eV/Å.

---

Record 5
Formula: C7H12N3S
Source: the Open Molecules 2025 dataset
Level of theory: ωB97M-V/def2-TZVPD

HOMO	-0.379	Eh
total charge	+1
ΔE to the lowest compared entry with this formula, charge and spin	5.686	eV
molecular weight	170.26	g mol⁻¹

The geometry in XYZ format:
```
23
Properties=species:S:1:pos:R:3:forces:R:3:lowdin_charge:R:1
S -3.180 0.183 1.258 0.9 0.0 -0.5 1.177
N 2.300 2.089 -0.105 0.0 2.3 -0.7 0.011
N 2.557 -1.462 0.628 -0.8 1.8 2.0 -0.073
N 2.593 0.897 -0.031 -0.3 -2.1 1.1 -0.133
C -2.153 -0.018 -0.311 1.6 0.4 3.4 -0.441
C 2.485 -0.278 0.005 1.0 -0.5 -0.9 -0.172
C -2.443 1.190 -1.057 0.7 -1.3 -2.0 -0.030
C -3.715 1.651 0.750 -0.4 -1.5 0.6 -0.315
C 3.306 -2.557 -0.016 -0.9 -2.3 5.8 -0.065
C -0.643 -0.364 0.119 -1.0 -0.9 -3.7 -0.052
C -3.346 2.015 -0.532 0.2 2.4 -0.7 -0.103
H -0.036 -0.551 -0.841 -0.9 0.5 1.3 0.122
H 2.200 -1.352 1.646 1.6 -1.3 -2.1 0.181
H 3.192 2.593 -0.205 -0.4 0.2 0.2 0.055
H -2.028 1.281 -2.069 0.0 0.2 0.5 0.162
H 3.266 -2.378 -1.000 0.1 0.3 -3.6 0.035
H 2.729 -3.458 0.313 0.4 0.3 -1.0 0.091
H -0.257 0.441 0.625 1.1 1.9 1.2 0.042
H 4.320 -2.821 0.403 -0.7 1.2 -0.6 0.103
H -3.639 2.963 -0.994 0.0 -0.5 0.2 0.147
H -2.552 -0.919 -0.637 -0.9 -1.6 -1.5 0.103
H -4.405 2.129 1.381 -0.8 1.0 0.6 0.084
H -0.547 -1.275 0.669 -0.4 -0.5 0.5 0.071
```
Forces are in eV/Å.